(1)
Here is C3H8NO3 as an isolated structure from the OMol25 dataset. Energies are from ωB97M-V with the def2-TZVPD basis set.

Energy relative to the best compared isomer or geometry (same formula, charge and spin) in kcal per mole: 150.7
Maximum force in eV/Å: 6.2
Total charge: -1
Highest occupied orbital energy in Eh: -0.128
Spin multiplicity: 1

Last column: Löwdin charge in e.
Cartesian coordinates (Å):
O: 1.4955 1.0687 -1.0905  -0.0635
C: 1.1270 0.1130 -0.2473  -0.5663
N: -0.0912 -0.6377 0.0305  0.1896
C: -0.9799 -0.0725 -0.9708  -0.3242
O: -2.3846 -0.4327 -1.0311  -0.1117
C: 2.3264 -0.4992 0.5598  -0.0191
H: 0.3755 0.4829 0.5308  0.1777
H: -0.5091 -0.0887 -1.9085  0.0939
H: -0.8702 1.0506 -0.9338  0.1369
H: 2.2286 -1.5539 0.4158  0.0527
H: 3.2710 -0.3777 0.1096  0.0527
H: 2.2109 -0.3651 1.6260  0.0727
H: -2.7164 -0.0551 -0.1781  -0.0435
H: -2.5311 0.6002 1.9658  -0.1495
O: -2.9524 0.7670 1.1219  -0.4984

=====

(2)
Here is a 2-piece molecular cluster, C3H8NO3 overall from the OMol25 dataset. Energies are from ωB97M-V with the def2-TZVPD basis set.

Energy relative to the best compared isomer or geometry (same formula, charge and spin) in kcal per mole: 27.4
Maximum force in eV/Å: 4.7
Total charge: -1
Highest occupied orbital energy in Eh: -0.144
Spin multiplicity: 1

Last column: Löwdin charge in e.
Cartesian coordinates (Å):
O: 2.4046 -2.1724 0.4741  -0.0894
C: 1.7798 -1.2872 -0.1528  -0.7703
O: 1.9359 -0.8498 -1.2481  -0.0238
C: 0.5418 -0.5410 0.5972  -0.3762
C: -0.8029 -1.0615 0.1205  -0.1101
N: 0.6259 0.9023 0.2877  0.0168
H: 0.6525 -0.6939 1.6704  0.1065
H: -0.9682 -2.1455 0.3891  0.0772
H: -1.7719 -0.4998 0.3514  0.0661
H: -0.6818 -1.1046 -1.0229  0.0916
H: 1.5860 1.0842 0.1111  0.0480
H: 0.3228 1.1280 -0.6100  0.0157
H: -1.3038 2.6391 -0.8002  0.0200
H: -2.1298 1.9670 0.2521  0.0007
O: -2.1911 2.6352 -0.4196  -0.0727

=====

(3)
Here is C3H8NO3 as an isolated structure from the OMol25 dataset. Energies are from ωB97M-V with the def2-TZVPD basis set.

Energy relative to the best compared isomer or geometry (same formula, charge and spin) in kcal per mole: 122.2
Maximum force in eV/Å: 4.8
Total charge: -1
Highest occupied orbital energy in Eh: -0.112
Spin multiplicity: 1

Last column: Löwdin charge in e.
Cartesian coordinates (Å):
C: -0.0815 -0.5974 1.4733  -0.1254
C: 0.4505 -1.1937 0.1033  -0.1661
C: 0.1193 1.1815 -1.1399  -0.5837
N: -0.3511 -0.3841 -1.1791  -0.1739
O: -1.6688 -0.3598 -0.8389  -0.2699
O: -0.7724 1.8085 -0.4240  -0.1533
O: 1.4832 1.3263 -0.6910  -0.0303
H: -0.4449 -1.4804 2.0952  0.0706
H: 0.7666 -0.1283 1.8757  0.0160
H: -0.8741 0.2246 1.3812  0.0794
H: 1.5829 -1.3033 -0.0476  0.1037
H: 0.0764 -2.1110 -0.0142  0.0074
H: 0.1144 1.2362 -2.2525  0.1213
H: -1.6496 0.8098 -0.4800  0.1017
H: 1.2492 0.9711 0.1386  0.0023

=====

(4)
Here is a 2-piece molecular cluster, C3H8NO3 overall from the OMol25 dataset. Energies are from ωB97M-V with the def2-TZVPD basis set.

Energy relative to the best compared isomer or geometry (same formula, charge and spin) in kcal per mole: 37.4
Maximum force in eV/Å: 4.2
Total charge: +1
Highest occupied orbital energy in Eh: -0.564
Spin multiplicity: 1

Last column: Löwdin charge in e.
Cartesian coordinates (Å):
C: 2.3267 0.6491 -0.7497  -0.0608
C: 1.4869 -0.0725 -1.7648  -0.0617
C: -1.4089 -0.2164 1.0203  -0.4589
N: -2.4159 -0.1655 1.8203  0.2889
O: 0.9877 0.9259 -0.9717  -0.0624
O: -1.4832 -1.1265 0.0337  0.1772
O: -0.3950 0.6024 1.0876  0.1491
H: 2.6530 0.2597 0.2251  0.1412
H: 2.9816 1.3644 -1.1039  0.0990
H: 1.1811 -1.0578 -1.4950  0.1218
H: -2.3398 0.4481 2.5592  0.1310
H: 0.1098 0.7628 0.0767  0.1380
H: -3.0526 -0.9140 1.8832  0.1434
H: -2.3282 -1.6167 0.1079  0.1568
H: 1.6966 0.1570 -2.7289  0.0973

=====

(5)
Here is a 2-piece molecular cluster, C3H8NO3S overall from the OMol25 dataset. Energies are from ωB97M-V with the def2-TZVPD basis set.

Energy relative to the best compared isomer or geometry (same formula, charge and spin) in kcal per mole: 123.4
Maximum force in eV/Å: 3.4
Total charge: -1
Highest occupied orbital energy (alpha / beta) in Eh: -0.176 / -0.096
Spin multiplicity: 1

Last column: Löwdin charge in e.
Cartesian coordinates (Å):
C: -1.2683 -0.7222 -0.2571  -0.0926
C: -0.2549 0.4467 -0.0714  -0.2643
C: 0.9012 0.3123 0.9055  -0.2911
N: 1.6212 1.5217 0.9745  -0.0293
O: 2.9388 -1.6191 0.0236  -0.6671
O: 3.9611 0.3549 -1.0181  -0.6509
O: 1.9085 2.1903 -0.2732  -0.1553
S: 4.0524 -0.5640 0.1349  0.6279
H: -0.5748 -1.4101 -0.6886  0.0566
H: -1.6214 -0.9280 0.7551  0.0719
H: -1.9448 -0.5282 -1.0455  0.0456
H: -0.9541 1.2395 0.1345  0.0908
H: 0.1167 0.7662 -0.9671  0.0613
H: 0.4978 0.1585 1.8588  0.0928
H: 1.5938 -0.4376 0.4645  0.0518
H: 2.5351 1.4781 -0.6784  0.0518

=====

(6)
Here is a 2-piece molecular cluster, C3H8NO5P2 overall from the OMol25 dataset. Energies are from ωB97M-V with the def2-TZVPD basis set.

Maximum force in eV/Å: 9.2
Total charge: -1
Highest occupied orbital energy (alpha / beta) in Eh: -0.094 / -0.229
Spin multiplicity: 3

Last column: Löwdin charge in e.
Cartesian coordinates (Å):
C: 0.9138 1.0798 -0.8089  -0.2732
C: -2.6600 0.2423 0.0809  -0.1195
C: -1.9817 -1.5261 1.4107  -0.2094
N: -2.2079 -0.3046 1.3278  -0.0358
O: 2.8988 0.9851 0.8874  -0.1573
O: 1.2648 -1.2666 0.6755  -0.3703
O: 3.6810 2.1261 -1.2581  -0.3287
O: 0.5087 -1.6364 -1.7814  -0.3516
O: 2.7793 -0.3662 -1.2748  -0.3354
P: 2.7317 1.1363 -0.6633  0.3447
P: 1.1547 -0.8028 -0.7474  0.2988
H: 0.4718 1.5532 -1.7487  0.0724
H: -3.5550 -0.2218 -0.2978  0.0850
H: -2.9730 1.2011 0.3593  0.0551
H: -1.8506 0.2876 -0.5990  0.0484
H: -1.5468 -1.9797 2.4027  0.0823
H: -2.4443 -2.3420 0.7491  0.0835
H: 0.3239 1.6287 -0.0048  0.0630
H: 2.4908 0.2060 1.2907  0.0481

=====

(7)
Here is C3H8NO5S2 as an isolated structure from the OMol25 dataset. Energies are from ωB97M-V with the def2-TZVPD basis set.

Energy relative to the best compared isomer or geometry (same formula, charge and spin) in kcal per mole: 0.0
Maximum force in eV/Å: 0.3
Total charge: -1
Highest occupied orbital energy in Eh: -0.208
Spin multiplicity: 1

Last column: Löwdin charge in e.
Cartesian coordinates (Å):
C: -3.1669 0.7806 -0.6476  -0.1220
C: -1.7581 0.8013 -0.0631  -0.2505
C: -1.0832 -0.5520 -0.2529  -0.2536
O: -0.0201 -0.8199 0.6626  -0.2575
S: 1.2623 0.1660 0.5757  0.4534
O: 1.4601 0.4578 -0.8286  -0.3293
O: 0.9488 1.2982 1.4089  -0.3139
N: 2.3503 -0.7458 1.2313  -0.3540
S: 3.7060 -1.0655 0.4740  0.4937
O: 4.7102 -1.3760 1.4616  -0.3965
O: 3.5615 -1.9804 -0.6319  -0.3847
H: -3.1537 0.4250 -1.6818  0.0708
H: -3.8205 0.1119 -0.0820  0.0673
H: -3.6175 1.7742 -0.6446  0.0632
H: -1.1612 1.5703 -0.5549  0.1063
H: -1.7734 1.0424 1.0007  0.1118
H: -1.8020 -1.3545 -0.0725  0.1205
H: -0.7027 -0.6504 -1.2732  0.1176
H: 4.0601 0.1167 -0.0818  0.0575

=====

(8)
Here is a 2-piece molecular cluster, C3H8NOP overall from the OMol25 dataset. Energies are from ωB97M-V with the def2-TZVPD basis set.

Energy relative to the best compared isomer or geometry (same formula, charge and spin) in kcal per mole: 65.8
Maximum force in eV/Å: 5.1
Total charge: 0
Highest occupied orbital energy in Eh: -0.318
Spin multiplicity: 1

Last column: Löwdin charge in e.
Cartesian coordinates (Å):
C: 0.2760 0.0865 0.1170  -0.6611
C: 1.1027 1.4376 -1.1922  -0.0074
C: -1.2539 -0.1924 -0.0223  -0.0737
N: 0.7770 -2.1015 1.6043  -0.2154
O: 0.7652 0.4418 1.3214  -0.3099
P: 1.5817 -0.9065 0.6774  0.8837
H: 1.3884 2.4835 -0.6897  0.0796
H: 0.3711 1.6304 -1.9380  -0.0078
H: 2.0169 1.0881 -1.5401  -0.0307
H: -1.5277 -1.1191 0.5711  0.0727
H: -1.4753 -0.2165 -1.1833  0.1046
H: -1.6548 0.7919 0.3791  0.0873
H: 0.6004 -1.4942 2.4721  0.0686
H: 1.3333 -2.8539 1.9719  0.0097